Entry 1:
C14H19AsCoN2O6S2SeSi | ωB97M-V/def2-TZVPD

Geometry as XYZ:
```
47
Properties=species:S:1:pos:R:3:nbo_charge:R:1
Co 8.13 -14.72 4.85 1.399
O 8.40 -17.05 1.91 -1.065
As 8.03 -17.94 3.38 2.442
O 7.29 -19.37 3.16 -1.141
O 7.57 -16.77 4.58 -1.247
C 9.96 -18.41 3.86 -0.335
C 10.31 -19.78 3.88 -0.220
C 11.65 -20.15 3.88 -0.214
C 12.62 -19.21 4.25 -0.218
C 12.33 -17.85 4.42 -0.205
C 11.01 -17.46 4.24 -0.334
S 10.71 -15.70 4.48 2.406
O 11.96 -15.05 4.50 -0.962
O 9.77 -15.19 3.39 -1.082
O 9.87 -15.70 5.69 -1.014
H 9.01 -16.27 2.21 0.526
H 9.46 -20.50 3.80 0.249
H 11.96 -21.21 3.89 0.204
H 13.55 -19.61 4.45 0.196
H 13.06 -17.14 4.70 0.235
C 7.69 -9.10 6.98 -0.661
C 8.19 -10.47 6.69 0.282
C 9.56 -10.83 6.43 -0.384
C 9.74 -12.04 5.80 0.113
N 8.81 -12.96 5.68 -0.614
C 7.56 -12.64 6.23 0.259
S 6.58 -14.07 6.29 -0.318
N 7.18 -11.42 6.65 -0.499
H 7.94 -8.40 6.15 0.226
H 8.14 -8.64 7.87 0.221
H 6.61 -9.10 7.24 0.241
H 10.45 -10.29 6.71 0.225
H 10.77 -12.35 5.44 0.218
C 4.46 -16.28 1.28 -1.091
Si 4.72 -14.83 2.51 1.475
C 3.72 -13.27 2.15 -1.137
C 4.25 -15.69 4.04 -1.185
Se 6.89 -13.78 2.56 -0.211
H 4.91 -15.89 0.38 0.233
H 3.38 -16.54 1.34 0.233
H 4.91 -17.18 1.60 0.255
H 2.79 -13.46 1.48 0.240
H 4.30 -12.40 1.83 0.248
H 3.34 -13.10 3.16 0.242
H 3.11 -15.84 4.04 0.230
H 4.54 -15.20 4.96 0.264
H 4.76 -16.64 4.10 0.277
```

Values from the calculation:
<S²> = 6.01
energy above the lowest of the compared OMol25 structures with the same formula, charge and spin = 0.00 kcal per mole
strongest force on any atom = 4.49 eV Å⁻¹
HOMO (alpha / beta) = -5.4436 / -5.4052 eV
LUMO level (alpha / beta) = 0.091 / 0.010 Ha
spin multiplicity = 5
net charge = -1
orbital gap (alpha / beta) = 7.933 / 5.677 eV
DFT total energy = -223454.52501 eV

=====

Entry 2:
C14H19BBr3Cl27N3O2 | ωB97M-V/def2-TZVPD

Geometry as XYZ:
```
69
Properties=species:S:1:pos:R:3:nbo_charge:R:1
C 4.03 -1.71 -1.46 -0.266
O 2.82 -2.19 -2.12 -0.737
B 1.84 -2.56 -1.19 1.311
O 2.10 -3.52 -0.15 -0.893
N 0.43 -1.97 -1.14 -0.750
C 0.20 -0.77 -0.65 0.752
N 1.33 -0.10 -0.10 -0.878
N -1.18 -0.29 -0.67 -0.561
Br -1.29 1.54 -1.08 0.293
C -1.67 -0.58 0.70 -0.054
Br -0.89 0.25 2.31 0.069
C -2.71 -1.49 0.86 0.005
C -3.42 -2.27 -0.29 -0.677
Br -3.31 -1.89 2.71 0.125
H 4.25 -0.63 -1.73 0.211
H 4.95 -2.31 -1.77 0.213
H 3.98 -1.80 -0.33 0.184
H 1.88 -3.05 0.68 0.495
H -0.33 -2.56 -1.52 0.469
H 1.34 0.91 -0.29 0.436
H 1.48 -0.32 0.89 0.434
H -3.03 -1.92 -1.29 0.242
H -4.54 -2.15 -0.20 0.265
H -3.18 -3.37 -0.18 0.251
C -2.17 3.99 2.30 -0.287
Cl -2.18 5.02 3.73 0.039
Cl -3.80 3.40 1.94 0.015
Cl -1.51 4.86 0.91 0.008
H -1.53 3.13 2.49 0.222
C -0.92 -5.21 -3.64 -0.280
Cl 0.43 -4.82 -2.56 -0.001
Cl -2.15 -3.93 -3.57 0.005
Cl -0.37 -5.42 -5.31 0.052
H -1.37 -6.14 -3.31 0.252
C 0.80 5.26 6.86 -0.284
Cl 0.72 4.07 5.55 -0.009
Cl -0.74 6.12 7.01 0.021
Cl 1.22 4.47 8.38 0.023
H 1.57 5.98 6.62 0.235
C 2.96 3.53 1.67 -0.283
Cl 2.80 5.07 2.50 0.051
Cl 3.34 2.23 2.82 0.017
Cl 1.47 3.15 0.78 -0.011
H 3.77 3.60 0.96 0.236
C 1.92 9.38 7.79 -0.279
Cl 1.84 8.20 6.47 -0.002
Cl 0.38 10.24 7.94 0.032
Cl 2.34 8.59 9.31 0.029
H 2.69 10.11 7.55 0.235
C -4.47 -8.07 -2.83 -0.282
Cl -2.75 -8.50 -2.98 0.005
Cl -5.37 -9.38 -2.06 0.042
Cl -4.65 -6.56 -1.92 0.006
H -4.87 -7.92 -3.83 0.235
C -4.35 6.03 -1.96 -0.280
Cl -2.64 5.57 -2.07 0.001
Cl -5.29 4.74 -1.20 0.017
Cl -4.53 7.54 -1.07 0.034
H -4.73 6.18 -2.97 0.233
C 1.95 -8.35 -3.85 -0.277
Cl 2.49 -9.06 -2.33 0.032
Cl 0.20 -8.56 -4.04 0.004
Cl 2.41 -6.64 -3.93 0.010
H 2.44 -8.87 -4.67 0.237
C 3.47 0.23 -5.06 -0.286
Cl 4.82 0.69 -4.01 0.010
Cl 2.20 1.46 -4.99 0.013
Cl 4.02 -0.01 -6.72 0.039
H 3.06 -0.70 -4.69 0.231
```

Values from the calculation:
strongest force on any atom = 2.92 eV Å⁻¹
HOMO = -12.4034 eV
LUMO level = -0.161 Ha
net charge = +1
orbital gap = 8.028 eV
DFT total energy = -572293.84476 eV

=====

Entry 3:
C14H19BF9O2 | ωB97M-V/def2-TZVPD

Geometry as XYZ:
```
45
Properties=species:S:1:pos:R:3:nbo_charge:R:1
C -3.87 4.06 0.32 -0.303
C -2.74 3.67 0.46 0.039
C -1.37 3.18 0.62 -0.485
C -1.32 1.67 0.94 -0.372
C -1.15 0.77 -0.32 -0.616
B -2.60 0.26 -0.98 -0.013
C -2.72 0.70 -2.56 -0.854
C -2.87 -1.33 -0.69 0.488
F -4.24 -1.60 -0.72 -0.369
F -2.47 -1.70 0.59 -0.376
C -2.31 -2.40 -1.63 0.587
F -2.79 -2.22 -2.88 -0.309
F -2.70 -3.66 -1.24 -0.341
C -0.77 -2.50 -1.77 0.557
F -0.53 -3.40 -2.76 -0.317
F -0.23 -1.33 -2.16 -0.292
C 0.04 -2.99 -0.51 0.926
F -0.69 -3.63 0.39 -0.293
F 1.01 -3.84 -0.93 -0.328
F 0.66 -1.97 0.10 -0.307
H -4.89 4.27 0.08 0.221
H -0.77 3.42 -0.26 0.223
H -0.94 3.73 1.46 0.222
H -2.20 1.36 1.49 0.208
H -0.46 1.50 1.59 0.191
H -0.58 1.34 -1.07 0.180
H -0.54 -0.07 0.01 0.194
H -3.48 0.84 -0.38 -0.038
H -2.88 1.78 -2.60 0.199
H -1.84 0.49 -3.17 0.182
H -3.61 0.26 -3.02 0.196
O 2.48 2.22 1.95 -0.567
C 3.12 1.28 1.58 0.799
O 2.76 0.05 1.98 -0.498
C 3.41 -1.14 1.52 -0.070
C 4.61 -1.47 2.38 -0.634
C 4.36 1.45 0.73 -0.742
H 3.66 -1.07 0.46 0.176
H 2.66 -1.93 1.61 0.208
H 5.37 -0.69 2.33 0.201
H 5.07 -2.41 2.06 0.213
H 4.31 -1.56 3.42 0.218
H 5.20 1.66 1.39 0.234
H 4.21 2.32 0.08 0.247
H 4.60 0.60 0.10 0.216
```

Values from the calculation:
strongest force on any atom = 1.08 eV Å⁻¹
HOMO = -5.3318 eV
LUMO level = 0.091 Ha
net charge = -1
orbital gap = 7.796 eV
DFT total energy = -44055.24855 eV